1.
This record from OMol25 describes a gas-phase ion, C3H8NO (charge +1) at a distorted geometry. The level of theory is ωB97M-V with the def2-TZVPD basis set.

The value obtained for the gap between HOMO and LUMO is 11.1 eV. For the energy relative to the best compared isomer or geometry (same formula, charge and spin), the calculation gives 45.4 kcal/mol. As for the SMILES: C=C[C@H]([NH3+])O. Its lowest unoccupied orbital energy is -0.146 Ha. For the total energy, the calculation gives -248.7635 hartree. The molar mass comes out at 74.10 g/mol.

The geometry in ORCA input format:
```
! RIJCOSX wB97M-V def2-TZVPD def2/J DEFGRID3
* xyz 1 1
C 0.113 -0.804 1.814
C -0.506 -0.060 0.953
C 0.121 0.498 -0.267
N -0.640 0.406 -1.561
O 1.450 -0.266 -0.585
H -0.515 -1.135 2.613
H 1.302 -1.066 1.673
H -1.580 0.139 0.948
H 0.455 1.581 -0.226
H -0.841 1.278 -2.115
H -0.015 -0.360 -2.110
H -1.517 -0.080 -1.246
H 2.173 -0.131 0.110
*
```



2.
This record from OMol25 describes a gas-phase ion, C3H8NO (charge +1) at a distorted geometry. The level of theory is ωB97M-V with the def2-TZVPD basis set.

The value obtained for the gap between HOMO and LUMO (spin up / spin down) is 9.3 / 9.0 eV. For the energy relative to the best compared isomer or geometry (same formula, charge and spin), the calculation gives 87.8 kcal/mol. Its lowest unoccupied orbital energy (spin up / spin down) is -0.207 / -0.208 Ha. For the total energy, the calculation gives -248.6961 hartree. The molar mass comes out at 74.10 g/mol.

The geometry in ORCA input format:
```
! RIJCOSX wB97M-V def2-TZVPD def2/J DEFGRID3
* xyz 1 1
C -1.451 0.115 0.483
C 0.084 0.053 0.232
C 0.960 1.189 -0.045
N 0.411 -1.324 -0.218
O -1.613 0.167 -0.869
H -1.742 -0.843 0.954
H -1.849 1.068 0.955
H 1.650 1.454 0.748
H 0.555 2.131 -0.236
H 1.499 1.091 -0.969
H 0.051 -1.523 -1.245
H -0.045 -1.997 0.325
H 1.490 -1.582 -0.115
*
```



- Which formula does entry 1 have?
  C3H8NO